{"formula": "C50H62Br4O2", "method": "ωB97M-V/def2-TZVPD", "species": ["C", "C", "C", "C", "C", "C", "H", "H", "H", "H", "H", "H", "C", "C", "C", "C", "C", "C", "H", "H", "H", "H", "H", "H", "C", "C", "C", "C", "C", "C", "H", "H", "H", "H", "H", "H", "C", "C", "C", "C", "C", "C", "H", "H", "H", "H", "H", "H", "C", "C", "C", "C", "C", "C", "H", "H", "H", "H", "H", "H", "C", "C", "C", "C", "C", "C", "H", "H", "H", "H", "H", "H", "C", "C", "C", "C", "C", "C", "H", "H", "H", "H", "H", "H", "Br", "C", "C", "Br", "H", "H", "H", "H", "Br", "C", "C", "Br", "H", "H", "H", "H", "C", "C", "O", "H", "H", "H", "H", "H", "H", "C", "C", "O", "H", "H", "H", "H", "H", "H"], "positions_angstrom": [[2.81123, -4.24748, -1.18276], [3.67606, -4.91160, -0.31583], [4.53185, -4.21071, 0.52498], [4.51706, -2.82213, 0.52698], [3.79215, -2.14905, -0.46626], [2.94489, -2.86477, -1.28436], [2.10530, -4.77892, -1.80598], [3.68276, -5.99449, -0.24528], [5.11227, -4.78085, 1.23992], [5.07830, -2.19836, 1.21298], [3.76742, -1.06638, -0.48816], [2.27990, -2.34969, -1.96282], [-4.97544, 2.06859, 0.23307], [-5.87204, 1.06882, -0.10929], [-5.64584, 0.36747, -1.28326], [-4.69563, 0.80992, -2.19460], [-3.76015, 1.76971, -1.82078], [-3.90506, 2.38884, -0.58945], [-5.05292, 2.58298, 1.18533], [-6.71228, 0.87548, 0.54249], [-6.25658, -0.48027, -1.57423], [-4.56229, 0.21998, -3.09550], [-2.96166, 2.03648, -2.50159], [-3.27210, 3.25226, -0.42027], [1.94930, -1.06051, -4.26566], [1.86041, -2.41674, -4.53887], [2.41267, -2.96215, -5.68829], [2.95141, -2.10762, -6.63257], [2.99906, -0.73194, -6.41294], [2.48644, -0.22008, -5.23705], [1.39906, -0.68357, -3.41441], [1.30383, -3.04039, -3.84679], [2.44293, -4.03679, -5.80899], [3.39464, -2.47471, -7.55273], [3.35653, -0.03833, -7.16078], [2.46436, 0.85586, -5.09747], [-3.51542, -3.74204, -2.75967], [-2.92472, -2.48666, -2.95048], [-1.91915, -2.30422, -3.88162], [-1.61857, -3.35969, -4.75635], [-2.23038, -4.58836, -4.61424], [-3.18728, -4.78399, -3.61872], [-4.37553, -3.86850, -2.11452], [-3.24805, -1.74489, -2.22367], [-1.45161, -1.33611, -4.01776], [-0.79129, -3.18985, -5.43761], [-1.95915, -5.39138, -5.28872], [-3.76348, -5.70209, -3.63304], [2.17384, 1.64059, 6.89094], [1.50214, 0.49487, 6.49870], [1.43074, 0.17937, 5.14099], [1.85304, 1.07893, 4.16891], [2.52778, 2.22099, 4.58147], [2.71420, 2.49172, 5.93446], [2.30065, 1.85413, 7.94636], [1.16857, -0.25420, 7.20475], [0.91669, -0.73446, 4.86346], [1.73411, 0.89051, 3.10822], [2.96865, 2.89337, 3.85681], [3.32084, 3.34088, 6.22188], [3.33178, 3.53721, 1.20297], [3.16163, 2.79463, 0.05218], [4.24103, 2.45054, -0.76510], [5.52338, 2.83877, -0.40261], [5.68541, 3.60964, 0.74874], [4.61196, 3.95457, 1.55835], [2.43949, 3.77479, 1.76938], [2.15524, 2.60993, -0.30448], [4.04508, 1.98536, -1.72550], [6.40503, 2.55036, -0.95854], [6.67807, 4.02152, 0.90100], [4.76910, 4.67205, 2.35525], [-3.59567, -1.78561, 4.77560], [-2.46144, -1.39851, 4.07370], [-1.85172, -0.17310, 4.29274], [-2.38694, 0.71075, 5.23177], [-3.51292, 0.32311, 5.95000], [-4.15076, -0.87174, 5.66663], [-4.07920, -2.70677, 4.48466], [-1.89708, -2.10878, 3.48143], [-0.99466, 0.16101, 3.72379], [-1.79817, 1.55482, 5.57829], [-3.88976, 0.99068, 6.71665], [-4.99284, -1.20176, 6.26740], [2.41030, 5.79496, -3.95614], [1.62665, 4.61989, -2.62258], [0.13702, 4.85294, -2.61358], [-0.59555, 3.96973, -1.02389], [2.06789, 4.85213, -1.65903], [1.87193, 3.59063, -2.86601], [-0.32353, 4.44488, -3.50377], [-0.06426, 5.90286, -2.44842], [-0.75104, 3.12888, 2.81077], [-2.55952, 3.74777, 3.07303], [-2.66748, 5.23861, 2.89933], [-4.55280, 5.69549, 3.01297], [-2.87265, 3.42909, 4.06710], [-3.23269, 3.18561, 2.43028], [-2.28979, 5.51352, 1.92018], [-2.16702, 5.76491, 3.70159], [-0.18882, 0.20290, -1.39717], [-0.14706, 0.46814, 0.09967], [-1.09056, -0.43047, 0.71671], [-1.21575, 0.29395, -1.75027], [0.22888, -0.76059, -1.67834], [0.36533, 1.01553, -1.88782], [-0.42362, 1.51556, 0.25147], [0.84426, 0.33408, 0.54318], [-1.70072, 0.05249, 1.28459], [-1.16622, -5.17740, -0.72753], [-0.81555, -3.76690, -0.35227], [-1.81129, -3.14725, 0.40706], [-2.22744, -5.35865, -0.87805], [-0.82428, -5.91849, -0.00185], [-0.63216, -5.40190, -1.65437], [-0.52864, -3.17387, -1.23333], [0.13292, -3.81418, 0.21213], [-1.54726, -2.22607, 0.56075]], "forces_ev_per_a": [[1.0, 0.2, 0.2], [-0.2, -0.3, -0.1], [-0.4, 0.2, 0.4], [0.2, 0.5, -0.9], [-0.2, -0.3, 0.9], [-0.9, -0.2, -0.3], [0.0, -0.1, 0.0], [-0.1, 0.1, -0.1], [0.1, 0.2, 0.0], [0.2, -0.4, 0.1], [0.2, 0.0, -0.1], [0.2, 0.1, 0.0], [0.3, 0.2, 0.5], [0.4, 0.0, 0.1], [-0.7, 0.3, -0.6], [0.9, -1.1, 0.5], [-0.6, -0.2, -0.3], [-0.1, 0.5, -0.7], [-0.3, 0.1, -0.1], [0.1, -0.3, 0.0], [-0.2, 0.1, 0.1], [0.0, 0.3, -0.1], [0.0, 0.1, 0.1], [0.1, -0.2, 0.6], [-0.7, -0.1, -0.9], [-0.1, -0.1, 0.4], [0.1, 0.1, 0.1], [0.7, 0.3, -0.4], [-0.4, -0.2, 0.1], [-0.1, 0.4, 0.5], [0.4, 0.2, 0.1], [0.2, -0.1, 0.0], [-0.2, 0.0, -0.2], [-0.1, -0.2, 0.1], [0.2, -0.2, -0.1], [0.1, 0.0, 0.1], [-0.3, 0.0, -1.3], [-0.2, -0.5, 1.4], [-0.6, -0.3, -0.5], [0.8, 0.7, 0.8], [0.0, -0.1, 0.0], [-0.2, 0.2, -0.5], [0.3, 0.1, 0.4], [0.3, 0.3, -0.4], [0.1, -0.1, 0.1], [-0.3, -0.2, -0.3], [-0.1, 0.0, 0.0], [0.2, -0.1, 0.3], [0.0, 0.2, 0.3], [0.7, -0.4, -0.7], [-0.9, 0.1, 0.0], [0.4, 0.0, 0.4], [0.2, 0.2, 0.2], [-0.1, -0.2, -0.2], [0.0, 0.0, 0.0], [-0.2, 0.2, 0.2], [0.2, 0.0, -0.1], [0.0, -0.2, 0.0], [-0.1, 0.0, -0.1], [-0.1, 0.1, 0.1], [0.1, -0.2, 0.1], [0.0, 0.1, -0.8], [-0.2, 0.2, 0.0], [-0.3, -0.1, 0.6], [0.3, 0.1, -0.4], [0.0, 0.4, -0.3], [0.2, 0.3, 0.2], [-0.1, -0.3, 0.1], [0.1, -0.3, 0.1], [-0.1, 0.1, -0.3], [-0.1, -0.1, 0.4], [-0.1, -0.3, 0.2], [0.0, 0.9, -0.7], [0.9, -0.3, 0.1], [-0.5, 0.8, 0.1], [0.3, -0.8, 0.5], [0.0, 0.6, -0.2], [-0.1, -0.9, 0.5], [0.0, -0.2, 0.4], [-0.4, -0.1, -0.5], [0.2, -0.3, 0.1], [-0.2, 0.3, -0.4], [-0.1, -0.1, 0.0], [-0.1, 0.3, -0.2], [0.1, -0.1, 0.0], [-0.1, -0.1, 0.2], [0.4, 0.0, 0.5], [0.0, 0.0, -0.2], [0.1, 0.2, -0.1], [0.1, 0.0, -0.2], [-0.3, 0.1, 0.0], [-0.2, 0.1, -0.3], [0.1, 0.0, -0.1], [-0.8, -0.5, 0.6], [0.0, -0.5, -0.1], [0.0, 0.1, -0.1], [0.3, 0.2, 0.1], [0.3, 0.2, -0.5], [-0.1, 0.3, 0.0], [0.1, 0.1, -0.1], [0.4, 0.8, 0.1], [-0.6, -0.2, -0.4], [0.3, 0.4, 0.3], [-0.1, -0.2, 0.1], [-0.1, -0.1, 0.1], [0.1, -0.3, -0.1], [-0.2, -0.2, 0.2], [0.0, -0.2, -0.1], [0.1, 0.1, 0.0], [0.2, -0.7, -0.3], [1.3, 0.3, 0.3], [-0.5, 0.1, 0.2], [-0.1, 0.3, -0.1], [0.0, 0.2, 0.2], [-0.2, -0.2, -0.1], [-0.5, 0.0, -0.2], [-0.1, 0.1, 0.1], [0.0, -0.1, -0.1]], "total_energy_ev": -337119.69312, "lumo_ev": 0.22, "smiles": "c1ccccc1.c1ccccc1.c1ccccc1.c1ccccc1.c1ccccc1.c1ccccc1.c1ccccc1.BrCCBr.BrCCBr.CCO.CCO", "multiplicity": 1, "homo_energy_ev": -9.03, "largest_force_ev_per_a": 1.49}